<a>
Density functional theory data (ωB97M-V with the def2-TZVPD basis set) for an isolated ion of composition C9H11N2O and charge +1.

Values from the calculation:
HOMO level (alpha / beta), eV: -10.877 / -10.970
Net charge: +1

Element x y z (Å)
O (0.637, 1.501, 0.400)
N (2.230, -0.653, -1.820)
N (0.733, -0.722, -0.184)
C (-0.268, 1.603, 1.266)
C (-0.360, 2.819, 2.031)
C (1.058, 0.519, -0.376)
C (1.180, -2.911, -1.205)
C (1.291, -1.422, -1.139)
C (-2.355, -0.325, -0.850)
C (-1.312, 0.491, 1.413)
C (-1.815, -0.025, 0.258)
C (2.080, 0.631, -1.340)
H (-2.217, 0.963, 1.968)
H (-3.104, 0.265, -1.426)
H (0.490, -3.274, -0.501)
H (2.127, -3.324, -1.035)
H (0.581, 3.350, 2.122)
H (-0.957, -0.295, 2.144)
H (-0.961, 3.672, 1.615)
H (-0.595, 2.818, 3.046)
H (-2.299, -1.336, -1.394)
H (1.112, -3.332, -2.298)
H (2.724, -1.011, -2.697)

=====

<b>
Density functional theory data (ωB97M-V with the def2-TZVPD basis set) for C9H11N2O as an isolated structure.

Values from the calculation:
HOMO level, eV: -12.451
Net charge: +1

Element x y z (Å)
O (-0.046, 1.504, -0.127)
N (1.375, 0.056, 1.164)
N (1.573, 0.064, -1.174)
C (-2.663, 1.273, -0.213)
C (-3.599, 0.226, -0.105)
C (2.743, 0.415, 0.876)
C (-1.312, 0.958, -0.088)
C (-0.866, -0.351, -0.001)
C (0.565, 0.281, 0.126)
C (-3.114, -1.004, 0.176)
C (2.884, -0.226, -0.517)
C (-1.743, -1.370, 0.307)
H (-4.653, 0.288, 0.113)
H (3.357, 0.038, 1.710)
H (1.734, 0.972, -1.623)
H (1.328, -0.699, -1.739)
H (-3.023, 2.288, -0.376)
H (2.821, 1.448, 0.945)
H (-3.862, -1.695, 0.314)
H (3.683, 0.233, -1.278)
H (1.288, -0.923, 1.378)
H (3.020, -1.410, -0.457)
H (-1.490, -2.367, 0.588)

=====

Quick one: least stable of them? <a>

=====

<a>
Density functional theory data (ωB97M-V with the def2-TZVPD basis set) for one molecule with the formula H2N2O3.

Values from the calculation:
HOMO level, eV: -9.605
SMILES string: O=NNOO

Element x y z (Å)
O (0.181, -1.158, 1.196)
O (1.015, -0.111, 0.861)
O (-1.651, 0.789, -1.253)
N (0.320, 0.688, -0.358)
N (-0.794, 0.201, -0.611)
H (0.757, 1.549, -0.333)
H (0.173, -1.959, 0.498)

=====

<b>
Density functional theory data (ωB97M-V with the def2-TZVPD basis set) for one molecule with the formula H2N2O3.

Values from the calculation:
HOMO level, eV: -10.919
SMILES string: O=[N+]([O-])NO

Element x y z (Å)
O (-0.537, 1.266, -0.066)
O (-1.567, -0.607, 0.087)
O (1.697, 0.187, -0.055)
N (0.641, -0.777, -0.011)
N (-0.579, 0.047, 0.022)
H (2.266, -0.066, 0.927)
H (0.555, -1.589, -0.733)

=====

<c>
Density functional theory data (ωB97M-V with the def2-TZVPD basis set) for one molecule with the formula H2N2O3.

Values from the calculation:
HOMO level, eV: -9.614
SMILES string: O=NONO

Element x y z (Å)
O (-1.799, -0.827, -1.423)
O (0.952, -0.663, 0.678)
O (-0.852, 0.608, 0.053)
N (0.374, 0.805, 0.373)
N (-0.804, -0.489, -0.777)
H (1.632, -0.960, -0.054)
H (0.497, 1.525, 1.149)

=====

Quick one: least stable of them? <a>

=====

<a>
Density functional theory data (ωB97M-V with the def2-TZVPD basis set) for one molecule with the formula C6H6N2O.

Values from the calculation:
HOMO level, eV: -10.159
SMILES string: N#C[C@H]1NC(=O)C12CC2

Element x y z (Å)
O (-1.994, 0.574, -1.347)
N (-0.551, 1.880, -0.158)
N (2.511, 1.263, -1.239)
C (-0.237, -0.260, 0.185)
C (-0.711, -1.489, 0.851)
C (-1.075, 0.712, -0.600)
C (0.247, -1.600, -0.270)
C (0.729, 0.860, 0.617)
C (1.797, 1.128, -0.327)
H (-0.188, -1.830, -1.216)
H (1.358, -1.886, -0.105)
H (-1.785, -1.670, 0.761)
H (0.927, 1.189, 1.662)
H (-0.230, -1.578, 1.729)
H (-0.799, 2.707, -0.543)

=====

<b>
Density functional theory data (ωB97M-V with the def2-TZVPD basis set) for one molecule with the formula C6H6N2O.

Values from the calculation:
HOMO level, eV: -9.121
SMILES string: C#C[C@@]12C[C@@H]1NNC2=O

Element x y z (Å)
O (0.076, -0.187, 2.449)
N (-1.628, -0.637, 0.991)
N (-1.749, -0.756, -0.410)
C (-0.218, 1.289, -0.735)
C (-0.332, -0.203, 1.327)
C (3.013, -0.307, 0.032)
C (1.834, -0.104, 0.065)
C (-0.554, -0.138, -1.022)
C (0.416, 0.200, 0.087)
H (-0.969, 1.937, -0.401)
H (-1.746, -1.572, 1.540)
H (-0.123, -0.650, -1.921)
H (4.108, -0.340, 0.203)
H (-2.601, -0.276, -0.751)
H (0.473, 1.743, -1.455)

=====

Quick one: least stable of them? <b>

=====

<a>
Density functional theory data (ωB97M-V with the def2-TZVPD basis set) for a 2-piece molecular cluster, C4H5ClOS overall.

Values from the calculation:
HOMO level (alpha / beta), eV: -7.456 / -9.088

Element x y z (Å)
Cl (-2.365, 1.226, 0.385)
S (-2.862, -1.763, 0.000)
O (-0.057, 1.694, 0.011)
C (1.156, -0.115, 1.012)
C (-2.264, -0.325, 0.083)
C (0.531, 0.597, -0.176)
C (0.624, -0.004, -1.420)
H (1.752, 0.598, 1.580)
H (1.143, -0.934, -1.557)
H (0.184, 0.461, -2.284)
H (1.781, -0.941, 0.692)
H (0.378, -0.495, 1.674)

=====

<b>
Density functional theory data (ωB97M-V with the def2-TZVPD basis set) for one molecule with the formula C4H5ClOS.

Values from the calculation:
HOMO level, eV: -9.450
SMILES string: C=[S@](=O)(Cl)C1=CC1

Element x y z (Å)
Cl (-1.040, -0.998, 2.459)
S (-0.947, -0.920, 0.160)
O (-0.525, -2.223, -0.212)
C (-2.051, -0.201, -0.856)
C (1.243, 1.038, -0.791)
C (1.879, 0.831, 0.607)
C (0.666, 0.255, 0.076)
H (1.345, 1.192, -1.797)
H (-2.421, -0.952, -1.524)
H (1.868, 1.537, 1.447)
H (-2.762, 0.366, -0.272)
H (2.745, 0.075, 0.702)

=====

Quick one: least stable of them? <b>

=====

<a>
Density functional theory data (ωB97M-V with the def2-TZVPD basis set) for a 2-piece molecular cluster, C6H11NO2 overall.

Values from the calculation:
HOMO level, eV: -8.085
SMILES string: C/C(N)=C\C(=O)O.C=C

Element x y z (Å)
O (-0.968, 2.244, -0.468)
O (-1.661, 1.254, -2.337)
N (-1.040, -1.877, 0.625)
C (-0.866, -0.533, 0.461)
C (1.952, 0.752, -0.324)
C (-1.106, 1.214, -1.080)
C (-0.981, 0.291, 1.700)
C (-0.446, -0.082, -0.761)
C (2.610, -0.409, -0.177)
H (2.649, -0.905, 0.786)
H (1.684, 1.343, 0.537)
H (-1.018, -2.240, 1.563)
H (2.032, 1.321, -1.240)
H (-0.400, -0.791, -1.583)
H (3.069, -0.932, -1.007)
H (-0.364, -0.124, 2.492)
H (-0.693, 1.317, 1.504)
H (-1.797, 0.366, -2.679)
H (-0.640, -2.510, -0.047)
H (-2.016, 0.301, 2.033)

=====

<b>
Density functional theory data (ωB97M-V with the def2-TZVPD basis set) for one molecule with the formula C6H11NO2.

Values from the calculation:
HOMO level, eV: -10.162
SMILES string: C=C(C)C(C)(C)[N+](=O)[O-]

Element x y z (Å)
O (-1.451, -2.240, -0.542)
O (-2.646, -0.597, -1.199)
N (-1.570, -1.055, -0.843)
C (0.836, -0.970, -1.286)
C (0.186, -1.416, 1.625)
C (-0.019, -0.074, 0.937)
C (-0.047, 1.115, 1.458)
C (-0.523, 1.169, -1.416)
C (-0.370, -0.134, -0.702)
H (1.271, -1.718, 1.659)
H (0.708, -1.205, -2.406)
H (-0.365, 1.905, 0.945)
H (-1.463, 1.563, -1.277)
H (1.813, -0.423, -1.194)
H (0.250, 1.172, 2.441)
H (-0.413, -2.143, 1.083)
H (1.059, -1.938, -0.709)
H (-0.213, -1.424, 2.613)
H (-0.594, 0.892, -2.443)
H (0.236, 1.895, -1.132)

=====

Quick one: least stable of them? <b>

=====

<a>
Density functional theory data (ωB97M-V with the def2-TZVPD basis set) for C6H11NO2 as an isolated structure.

Values from the calculation:
HOMO level, eV: -8.452

Element x y z (Å)
O (-1.211, -0.089, 0.423)
O (1.999, 1.009, -0.834)
N (0.035, -2.371, 0.022)
C (-0.252, -0.135, -0.606)
C (-1.666, 1.202, 0.801)
C (1.374, 0.237, -0.152)
C (1.767, -0.118, 1.264)
C (-0.560, 0.676, -1.846)
C (0.393, -1.406, -0.808)
H (2.272, 0.739, 1.707)
H (-0.828, 1.873, 1.016)
H (-2.298, 1.648, 0.028)
H (2.466, -0.955, 1.235)
H (-0.530, 1.746, -1.641)
H (0.913, -0.421, 1.865)
H (0.506, -3.260, -0.013)
H (-1.547, 0.393, -2.214)
H (0.180, 0.460, -2.610)
H (-0.755, -2.290, 0.658)
H (-2.257, 1.063, 1.705)

=====

<b>
Density functional theory data (ωB97M-V with the def2-TZVPD basis set) for one molecule with the formula C6H11NO2.

Values from the calculation:
HOMO level (alpha / beta), eV: -8.464 / -8.465

Element x y z (Å)
O (-0.965, -0.026, -1.748)
O (-1.589, -1.255, 0.108)
N (-0.041, 0.558, 1.600)
C (0.981, -1.109, -0.481)
C (-0.723, -0.507, -0.456)
C (0.698, -0.486, 1.864)
C (-0.894, 0.578, 0.635)
C (1.942, -0.047, -0.990)
C (-1.896, 1.669, 0.460)
H (0.712, -1.807, -1.273)
H (2.855, -0.501, -1.382)
H (1.438, -1.783, 0.248)
H (-2.891, 1.224, 0.422)
H (2.225, 0.666, -0.214)
H (1.488, 0.516, -1.806)
H (-1.837, 2.376, 1.284)
H (0.220, -1.414, 2.169)
H (-1.737, -0.512, -2.069)
H (1.740, -0.328, 2.113)
H (-1.727, 2.187, -0.484)

=====

Quick one: least stable of them? <b>